Record 1
C7H10N2O2S2 as an isolated structure in a non-equilibrium geometry. Source: OMol25; level of theory: ωB97M-V with the def2-TZVPD basis set.

Structure (XYZ):
```
23
Properties=species:S:1:pos:R:3:forces:R:3:lowdin_charge:R:1
C -2.7948 -0.1655 -3.7658 -0.28 0.58 -1.31 -0.067
C -2.3838 -0.8959 -2.6810 0.22 -2.14 0.63 -0.065
C -2.0347 0.9802 -4.0975 -0.97 -0.84 0.28 -0.073
C -1.2236 -0.6446 -1.9364 -0.96 1.42 -1.67 -0.091
C -0.9481 1.2083 -3.2909 0.56 -0.69 1.45 0.001
C 0.3498 -0.6796 2.6848 -1.96 -2.26 3.14 -0.162
C 2.6903 0.2708 2.3707 2.60 -0.30 0.04 -0.160
N -0.5841 0.4651 -2.3079 -0.47 1.00 -1.43 -0.155
N 1.6633 -0.7219 2.1234 0.27 0.09 -2.99 -0.324
O 0.6336 -1.9251 -0.0013 0.39 0.89 1.03 -0.404
O 2.9619 -1.3135 -0.0178 1.74 0.25 -0.15 -0.342
S 1.0053 0.8676 -0.6656 0.94 -0.61 1.10 0.540
S 1.6563 -0.9426 0.3622 -2.81 -0.65 0.08 0.373
H -3.6764 -0.5421 -4.4210 1.59 0.96 1.35 0.148
H -2.9181 -1.8215 -2.5365 -0.05 -0.15 0.52 0.105
H -2.3847 1.6092 -4.8781 0.23 0.55 -0.60 0.084
H -0.7183 -1.1560 -1.1557 -0.39 -0.98 0.64 0.051
H 0.2643 -0.6823 3.8859 1.04 0.25 -2.60 0.135
H -0.3302 0.0750 2.3731 -0.21 1.24 -0.55 0.051
H -0.2184 -1.6465 2.4733 1.09 1.07 -0.08 0.095
H 3.5113 0.1644 1.5679 -1.28 -0.10 1.35 0.098
H 2.4894 1.3319 2.3633 -1.01 0.32 0.04 0.071
H 3.1935 0.0313 3.3243 -0.29 0.12 -0.28 0.091
```
Forces are in eV/Å.

Its relative energy (zero: lowest compared OMol25 entry of this formula, charge and spin) is 114.0 kcal per mole. The calculation puts the frontier orbital gap (spin up / spin down) at 7.58 / 7.81 eV.


Record 2
C19H33F3NO6P2SV as an isolated structure. Source: OMol25; level of theory: ωB97M-V with the def2-TZVPD basis set.

Structure (XYZ):
```
66
Properties=species:S:1:pos:R:3:forces:R:3:lowdin_spin:R:1
V -0.0789 0.0246 0.0538 0.32 -0.49 0.35 2.811
C 4.2571 0.2694 -4.2218 0.01 0.00 -0.04 0.000
C 4.7505 0.3264 -2.7949 -0.03 -0.01 0.08 0.000
C 5.9620 -0.5384 -2.5416 0.03 0.00 -0.01 0.000
O 3.6786 -0.1853 -1.9248 -0.01 -0.03 -0.10 0.001
P 2.8361 0.6969 -0.9569 -0.04 -0.02 0.13 0.008
O 1.9991 -0.1840 -0.0913 0.00 0.34 -0.10 0.049
C 1.8302 1.8331 -1.9316 0.11 0.10 -0.13 0.012
P 0.7165 2.8903 -0.9730 0.00 -0.06 0.07 0.009
O 0.0216 2.0885 0.0859 0.07 -0.07 -0.23 0.035
O 1.5329 4.0558 -0.3645 -0.02 0.00 0.04 0.001
C 2.1215 5.1511 -1.1665 -0.01 -0.04 0.03 0.000
C 3.5704 5.2547 -0.7565 0.03 0.02 -0.01 0.000
C 1.3113 6.3960 -0.9018 0.00 0.03 -0.01 0.000
O -0.2543 3.5459 -2.0055 -0.01 0.03 -0.12 0.001
C -1.3448 2.7724 -2.6365 0.06 0.04 0.06 0.005
C -2.6467 3.2810 -2.0670 -0.05 -0.02 0.00 0.000
C -1.2104 2.9472 -4.1290 -0.02 -0.03 -0.03 0.000
O 3.7811 1.6847 -0.2017 0.05 0.09 0.01 0.001
C 4.5349 1.3016 1.0147 -0.06 -0.04 -0.05 0.000
C 5.9103 1.9046 0.8746 0.03 0.01 0.02 0.000
C 3.7569 1.8086 2.2045 -0.01 0.00 0.04 0.000
H 5.0370 0.6268 -4.8945 0.00 0.00 0.00 0.000
H 3.3733 0.8908 -4.3712 0.00 0.00 0.01 0.000
H 4.0102 -0.7565 -4.4944 0.00 0.00 0.01 0.000
H 4.9556 1.3573 -2.4916 0.01 0.00 -0.02 0.000
H 5.7469 -1.5740 -2.8042 -0.01 0.00 0.00 0.000
H 6.2593 -0.5007 -1.4941 0.00 0.00 0.00 0.000
H 6.7974 -0.1922 -3.1505 0.00 0.00 0.00 0.000
H 1.2326 1.2328 -2.6254 0.01 -0.01 0.00 0.005
H 2.4853 2.4742 -2.5303 -0.02 -0.01 -0.02 0.001
H 2.0401 4.8679 -2.2196 0.00 0.00 0.00 0.000
H 3.6482 5.5419 0.2925 -0.02 -0.01 0.00 0.000
H 4.0656 6.0166 -1.3589 0.00 0.00 0.01 0.000
H 4.0871 4.3052 -0.8976 -0.01 0.00 -0.01 0.000
H 1.3547 6.6553 0.1560 0.00 -0.01 0.00 0.000
H 0.2711 6.2548 -1.1912 0.00 -0.01 0.00 0.000
H 1.7205 7.2259 -1.4786 0.00 0.00 0.00 0.000
H -1.2079 1.7202 -2.3615 0.00 0.00 0.00 0.006
H -2.8260 4.3096 -2.3804 0.02 0.01 0.01 0.000
H -2.6321 3.2436 -0.9784 0.00 -0.02 0.00 0.000
H -3.4699 2.6614 -2.4245 0.00 0.01 -0.01 0.000
H -1.3042 3.9994 -4.3974 0.00 0.01 0.01 0.000
H -2.0001 2.3907 -4.6341 0.00 0.01 0.00 0.000
H -0.2505 2.5777 -4.4910 0.00 0.00 0.01 0.000
H 4.5916 0.2109 1.0290 0.01 0.00 0.01 0.000
H 5.8458 2.9916 0.8116 -0.01 0.00 0.00 0.000
H 6.4211 1.5295 -0.0120 -0.01 0.00 0.00 0.000
H 6.5109 1.6488 1.7475 0.00 0.00 0.00 0.000
H 3.6590 2.8940 2.1578 0.00 0.00 -0.01 0.000
H 4.2781 1.5460 3.1253 0.01 0.00 -0.01 0.000
H 2.7623 1.3651 2.2366 0.00 0.00 0.00 0.001
F -2.6590 -4.4977 0.3283 0.02 -0.02 0.03 -0.001
C -3.4305 -3.7468 -0.4661 0.00 0.02 0.02 -0.001
F -3.0241 -3.9382 -1.7284 0.02 0.01 -0.05 -0.001
F -4.6814 -4.2237 -0.3756 -0.04 -0.01 0.01 0.000
C -3.3764 -2.2891 -0.0820 0.03 0.00 -0.02 0.000
C -4.5232 -1.6216 0.2990 -0.05 0.01 0.01 0.014
C -4.4729 -0.2755 0.6496 0.03 -0.03 -0.02 -0.002
C -3.2516 0.3561 0.5991 0.00 -0.02 -0.02 0.012
N -2.1383 -0.2820 0.2260 -0.19 -0.02 0.06 0.013
C -2.1607 -1.5920 -0.1102 -0.11 0.01 0.02 0.029
S -0.5855 -2.2284 -0.5271 -0.13 0.24 -0.06 -0.011
H -5.4631 -2.1554 0.3253 0.00 0.00 0.00 0.001
H -5.3600 0.2582 0.9548 0.00 0.01 0.00 0.000
H -3.1324 1.3996 0.8632 -0.02 0.00 0.01 0.001
```
Forces are in eV/Å.

Its relative energy (zero: lowest compared OMol25 entry of this formula, charge and spin) is 0.0 kcal per mole. As for the expectation value of S²: 3.760. As for the spin multiplicity: 4. The calculation puts the frontier orbital gap (spin up / spin down) at 8.68 / 8.39 eV. As for the total charge: +1.


Record 3
C22H43N2OP3Tl as an isolated structure in a non-equilibrium geometry. Source: OMol25; level of theory: ωB97M-V with the def2-TZVPD basis set.

Structure (XYZ):
```
72
Properties=species:S:1:pos:R:3:forces:R:3:lowdin_charge:R:1
Tl -0.3703 0.1288 -0.7199 -0.44 -0.06 2.38 0.872
P 1.9346 -1.3219 2.3257 2.15 -0.76 2.49 0.981
P 1.8730 2.0462 0.2889 0.72 1.46 -0.85 0.766
P -0.8374 -2.7476 0.0540 -0.53 -1.20 -0.65 0.762
H 0.0941 2.3815 -6.4500 0.06 -0.18 -0.08 0.080
C -0.8400 1.8520 -6.2921 0.54 0.56 0.25 0.008
C -1.7590 2.3738 -5.4822 -1.55 0.41 0.15 -0.035
H -1.6654 3.2785 -4.8446 0.19 -0.69 -0.95 0.099
C 3.4724 -2.1929 1.8098 -0.63 0.31 -1.31 -0.223
C 2.6906 -0.0341 3.4168 -0.81 0.64 -0.73 -0.231
C 1.3455 -2.5199 3.6145 -1.01 0.25 -0.73 -0.206
C 1.4189 3.3721 -0.9137 -0.55 -0.32 -0.10 -0.266
C 2.0274 3.1001 1.7857 -0.47 -0.68 0.38 -0.235
C 3.6184 1.8147 -0.2576 -0.36 -0.71 0.24 -0.249
C -2.1759 -2.7270 -1.2148 -0.08 0.41 -0.01 -0.287
C -1.7206 -3.5834 1.4451 0.33 0.69 0.16 -0.227
C 0.3123 -4.0255 -0.6050 0.48 0.26 0.01 -0.249
H -0.9979 0.9258 -6.8104 -0.11 -0.20 -0.30 0.072
H -2.7641 1.9041 -5.4372 0.71 0.48 -0.16 0.088
H 3.9930 -2.5260 2.7107 -0.15 0.13 0.03 0.077
H 4.1025 -1.5048 1.2352 -0.02 -0.31 0.04 0.053
H 3.1880 -3.0553 1.1970 0.35 0.08 0.06 0.050
H 3.3791 -0.5417 4.1040 -0.17 -0.10 -0.18 0.085
H 1.8911 0.4667 3.9824 0.35 -0.04 -0.11 0.062
H 3.2404 0.6952 2.8044 -0.09 -0.26 0.35 0.029
H 2.1399 -3.2526 3.7963 -0.16 0.18 -0.12 0.073
H 0.4480 -3.0221 3.2277 0.26 -0.07 0.46 0.017
H 1.1062 -1.9704 4.5306 -0.07 -0.12 -0.21 0.068
H 2.0044 4.2883 -0.7250 -0.17 -0.44 -0.03 0.078
H 0.3467 3.5876 -0.8095 0.28 0.15 -0.12 0.043
H 1.5842 3.0256 -1.9441 -0.03 0.18 0.29 0.045
H 2.8571 3.8058 1.6647 -0.15 -0.17 -0.10 0.076
H 2.1920 2.4733 2.6682 -0.04 0.42 -0.09 0.014
H 1.0833 3.6430 1.9099 0.23 -0.06 0.07 0.055
H 4.1654 2.7645 -0.2427 -0.20 -0.15 0.03 0.074
H 3.5908 1.4144 -1.2772 0.19 0.06 0.17 0.049
H 4.1088 1.0879 0.3980 0.17 0.14 -0.19 0.028
H -2.7844 -3.6434 -1.1624 0.32 0.24 -0.01 0.075
H -1.7569 -2.6099 -2.2260 -0.07 -0.11 0.47 0.016
H -2.8356 -1.8644 -1.0216 0.10 -0.33 -0.09 0.050
H -2.5033 -4.2350 1.0480 0.20 0.01 -0.02 0.069
H -2.1883 -2.8082 2.0586 -0.07 -0.24 0.03 0.036
H -1.0170 -4.1549 2.0566 -0.16 0.03 -0.11 0.045
H -0.2257 -4.8898 -1.0178 -0.04 0.26 0.16 0.075
H 0.9942 -4.3871 0.1807 -0.27 0.14 -0.19 0.046
H 0.9334 -3.5835 -1.4007 -0.25 -0.18 0.21 0.048
C -1.0346 1.0247 -3.3731 2.29 4.79 0.55 -0.530
C 0.3998 0.4731 -3.4848 -2.07 -1.16 -1.27 -0.149
C 0.3078 -0.9338 -4.1883 0.66 -1.21 0.34 0.019
C -0.8507 -1.6988 -4.4923 2.56 -0.85 0.68 -0.060
C -2.1136 -1.1069 -4.2529 0.12 1.50 0.24 -0.031
C -2.1011 0.2180 -3.8516 -3.00 -0.73 0.52 -0.042
O -1.1640 2.2277 -2.9113 0.02 -4.54 -0.44 -0.045
H 0.8036 0.6612 -2.4407 0.47 -1.02 -1.31 -0.006
H 1.0458 1.1429 -4.0613 -0.22 0.01 -0.27 0.144
H 1.3155 -1.3411 -4.4418 -1.04 0.08 0.19 0.125
H -0.8482 -2.8394 -4.8049 0.57 2.73 0.25 0.174
H -3.0483 -1.6611 -4.4471 0.53 0.57 0.07 0.150
H -3.0477 0.7388 -3.7277 -0.08 -0.28 0.04 0.137
N -3.2659 2.3140 5.2634 0.20 -0.21 -0.31 0.163
C -2.6014 1.8092 4.1888 -0.29 0.04 0.94 -0.286
C -2.1554 0.4721 4.1598 0.46 -0.31 -0.85 0.012
C -1.5259 -0.0234 3.0278 -0.37 0.52 0.54 -0.176
N -1.2929 0.7135 1.9377 0.47 -0.23 -1.20 -0.064
C -1.6657 1.9984 1.9680 -0.28 0.31 0.68 -0.175
C -2.2817 2.5824 3.0630 0.19 0.37 -0.69 0.010
H -3.5202 1.7385 6.0641 0.20 0.23 -0.52 0.132
H -3.6194 3.2633 5.2648 0.15 -0.29 -0.06 0.128
H -2.2692 -0.1956 4.9849 -0.26 -0.17 0.53 0.114
H -1.1938 -1.0585 2.9945 -0.07 0.08 0.06 0.068
H -1.4678 2.6062 1.0793 -0.04 -0.18 0.24 0.102
H -2.4992 3.6463 3.0232 -0.15 -0.18 0.06 0.128
```
Forces are in eV/Å.

Its relative energy (zero: lowest compared OMol25 entry of this formula, charge and spin) is 7.4 kcal per mole. The calculation puts the frontier orbital gap (spin up / spin down) at 3.30 / 3.74 eV. As for the total charge: +3.


Record 4
C6H10NaO6 as an isolated structure in a non-equilibrium geometry. Source: OMol25; level of theory: ωB97M-V with the def2-TZVPD basis set.

Structure (XYZ):
```
23
Properties=species:S:1:pos:R:3:forces:R:3:lowdin_charge:R:1
O 1.8119 -1.9535 -0.2469 0.07 0.51 -2.50 0.147
C 2.6194 -1.0761 -0.4929 -3.45 -0.64 4.56 -0.603
O 2.3672 0.2049 -0.7250 0.92 0.22 -1.42 -0.029
C 1.0309 0.5999 -1.1407 -0.49 0.14 -0.54 -0.108
C 0.3337 1.3206 -0.0058 -0.04 0.12 0.00 -0.147
C -0.1235 0.4357 1.1558 0.03 0.03 0.28 -0.152
C -1.2511 -0.5101 0.7985 -0.31 -0.37 -0.10 -0.144
O -2.3800 0.3043 0.4331 0.63 0.66 0.35 0.035
C -3.3823 -0.2671 -0.2027 -0.43 -1.31 -0.67 -0.637
O -3.4917 -1.4460 -0.4513 0.20 0.53 0.23 0.125
O -4.2493 0.6713 -0.5711 -0.08 0.47 0.09 0.161
H 0.5007 -0.3000 -1.4723 0.13 0.25 0.04 0.138
H 1.2087 1.2733 -1.9853 -0.22 -0.21 0.11 0.139
H -0.5339 1.8350 -0.4429 0.16 -0.11 0.12 0.136
H 0.9999 2.1087 0.3721 -0.12 -0.08 -0.10 0.121
H -0.4536 1.0788 1.9832 0.07 -0.12 -0.21 0.130
H 0.7085 -0.1656 1.5497 -0.13 0.09 -0.11 0.119
H -1.5341 -1.1392 1.6528 0.13 0.12 -0.24 0.147
H -0.9971 -1.1670 -0.0434 -0.08 0.07 0.22 0.127
H -4.9761 0.2549 -1.0522 0.06 -0.17 0.07 0.141
Na 4.5683 1.0327 -0.1651 -0.09 -0.09 0.06 0.861
O 3.7399 -1.1342 0.2250 1.62 -2.22 1.43 0.061
H 3.4836 -1.9612 0.8274 1.42 2.11 -1.69 0.232
```
Forces are in eV/Å.

The calculation puts the frontier orbital gap at 8.38 eV. As for the total charge: +1.


Record 5
One molecule with the formula C3H4N2O in a non-equilibrium geometry. Source: OMol25; level of theory: ωB97M-V with the def2-TZVPD basis set.

Structure (XYZ):
```
10
Properties=species:S:1:pos:R:3:forces:R:3:lowdin_charge:R:1
O -2.0263 0.1331 0.3432 0.18 2.01 0.86 0.083
C -0.7230 -0.0006 0.0625 0.87 -0.50 -0.24 -0.417
C 0.3550 0.8245 0.2991 0.03 -0.18 -0.36 -0.033
C 1.4563 0.0545 -0.1380 0.08 -0.10 -0.19 -0.182
N 1.0942 -1.1225 -0.6116 0.06 0.06 0.04 0.017
N -0.2565 -1.1295 -0.4886 0.02 -0.19 0.07 0.035
H -1.9634 1.0092 0.8181 -1.13 -1.26 -0.53 0.143
H 0.3438 1.8596 0.5820 -0.02 0.06 0.30 0.094
H 2.5055 0.3208 -0.1283 -0.16 -0.01 -0.02 0.099
H -0.7855 -1.9491 -0.7385 0.08 0.10 0.05 0.161
```
Forces are in eV/Å.

Its relative energy (zero: lowest compared OMol25 entry of this formula, charge and spin) is 28.7 kcal per mole. The calculation puts the frontier orbital gap at 9.44 eV.


Record 6
A 2-piece molecular cluster, C2H4S3 overall in a non-equilibrium geometry. Source: OMol25; level of theory: ωB97M-V with the def2-TZVPD basis set.

Structure (XYZ):
```
9
Properties=species:S:1:pos:R:3:forces:R:3:lowdin_charge:R:1
C -1.0368 -0.2991 1.9971 0.06 0.06 0.71 -1.137
C 0.8917 -0.4386 0.0874 -0.54 0.93 2.46 -0.360
S -1.4962 1.1982 2.0041 -0.26 0.08 -0.24 0.629
S -1.3855 0.9123 -2.3259 0.72 -0.15 -0.38 0.318
S 0.1008 -1.3543 1.4773 -0.36 -0.11 -0.70 0.813
H 1.8848 -0.3521 0.4203 1.59 -0.09 -0.23 0.015
H 0.4924 0.5660 0.1280 -0.31 0.14 -0.22 -0.004
H 0.7384 -0.9025 -0.8211 -0.16 -1.03 -1.80 -0.007
H -0.1896 0.6701 -2.9672 -0.75 0.17 0.40 -0.268
```
Forces are in eV/Å.

Its relative energy (zero: lowest compared OMol25 entry of this formula, charge and spin) is 74.9 kcal per mole. The calculation puts the frontier orbital gap (spin up / spin down) at 8.88 / 4.94 eV.